(1)
A single C8H7N3 molecule. Source: OMol25; level of theory: ωB97M-V/def2-TZVPD.

Values from the calculation:
HOMO level in eV: -8.733
Gap between HOMO and LUMO in eV: 9.047
Energy relative to the best compared isomer or geometry (same formula, charge and spin) in kJ/mol: 382.15
LUMO in eV: 0.3

Element x y z (Å)
C  2.3479  0.9883  0.3537
C  1.4618  0.1484  -0.2552
C  0.0803  0.0630  -0.1710
C  -0.6012  1.2321  -0.2770
C  -2.1165  1.1477  -0.2145
C  -2.7616  -0.0717  -0.0232
C  -2.0789  -1.2694  0.4539
C  -0.6236  -1.2555  0.0679
H  1.9719  2.0545  0.7165
H  1.9625  -1.6192  -1.1933
H  -0.0493  2.1793  -0.4215
H  -2.5927  2.0238  -0.1832
H  -3.8315  -0.0194  0.2359
H  -2.4705  -2.2204  0.8567
H  -0.0957  -2.2973  0.1583
N  3.5234  0.4324  0.6161
N  3.5787  -0.6985  -0.1613
N  2.2951  -0.8183  -0.5587

Okay, here come the natural (NBO) numbers, in e, for every atom: number 1, C, carries -0.06; number 2, C, carries 0.04; number 3, C, carries -0.10; number 4, C, carries -0.18; number 5, C, carries -0.17; number 6, C, carries -0.23; number 7, C, carries -0.19; number 8, C, carries -0.21; number 9, H, carries 0.20; number 10, H, carries 0.41; number 11, H, carries 0.23; number 12, H, carries 0.20; number 13, H, carries 0.21; number 14, H, carries 0.23; number 15, H, carries 0.22; number 16, N, carries -0.25; number 17, N, carries -0.07; number 18, N, carries -0.30

***

(2)
C8H7N3S2 as an isolated structure. Source: OMol25; level of theory: ωB97M-V/def2-TZVPD.

Values from the calculation:
HOMO level in eV: -8.971
Gap between HOMO and LUMO in eV: 9.131
Energy relative to the best compared isomer or geometry (same formula, charge and spin) in kJ/mol: 0.00
LUMO in eV: 0.2

Element x y z (Å)
C  0.4411  0.5651  2.0155
C  1.6397  -2.9223  -0.0668
C  0.5741  -3.5660  -0.6151
C  0.6197  -0.9313  0.0413
C  -0.5443  -1.5524  -0.3921
C  0.4250  0.4679  0.5583
C  -1.0999  0.9361  -0.0237
C  -0.7717  3.5539  -0.5955
N  0.4030  0.7193  3.1404
N  1.6622  -1.6521  0.1745
N  -0.5403  -2.8303  -0.7572
S  -1.9687  -0.5627  -0.6786
S  -1.1545  2.0101  -1.4794
H  2.6034  -3.4471  0.0979
H  0.5920  -4.5876  -1.0028
H  1.0427  1.2643  0.0479
H  -1.7877  1.2033  0.6856
H  -1.1724  4.3909  -1.1655
H  0.2505  3.6148  -0.3764
H  -1.2137  3.3259  0.3918

Okay, here come the natural (NBO) numbers, in e, for every atom: number 1, C, carries 0.28; number 2, C, carries -0.02; number 3, C, carries 0.01; number 4, C, carries 0.14; number 5, C, carries 0.04; number 6, C, carries -0.36; number 7, C, carries -0.43; number 8, C, carries -0.74; number 9, N, carries -0.29; number 10, N, carries -0.36; number 11, N, carries -0.40; number 12, S, carries 0.31; number 13, S, carries 0.24; number 14, H, carries 0.20; number 15, H, carries 0.22; number 16, H, carries 0.28; number 17, H, carries 0.22; number 18, H, carries 0.24; number 19, H, carries 0.21; number 20, H, carries 0.22

***

(3)
A 2-piece molecular cluster, C8H7N4O2 overall. Source: OMol25; level of theory: ωB97M-V/def2-TZVPD.

Values from the calculation:
Net charge: +1
HOMO level (spin up / spin down) in eV: -12.569 / -12.572
Gap between HOMO and LUMO (spin up / spin down) in eV: 6.313 / 6.316
Energy relative to the best compared isomer or geometry (same formula, charge and spin) in kJ/mol: 309.93
LUMO (spin up / spin down) in eV: -6.3 / -6.3

Element x y z (Å)
C  -1.7102  -1.7786  -0.1412
C  -1.1529  -0.5517  0.2900
C  -1.0355  -2.5199  -1.0667
C  0.6925  -0.9473  -1.2394
C  0.0620  -0.1659  -0.2400
C  2.7439  1.6430  0.6631
C  1.6353  1.4023  2.7840
C  -3.6302  0.5669  -2.0537
N  0.1542  -2.0690  -1.6043
N  1.7415  1.3303  -0.0371
N  2.6962  1.5671  2.0968
N  0.5678  0.9525  0.1664
O  -2.5674  0.8355  -1.7806
O  -4.6956  0.3305  -2.3555
H  -2.7107  -2.1058  0.2380
H  -1.5272  0.0911  1.0759
H  -1.4907  -3.3897  -1.5280
H  1.4863  -0.7524  -1.8833
H  3.6893  2.0014  0.2399
H  1.4843  1.6646  3.8125
H  3.5672  1.8952  2.5631

Okay, here come the Mulliken numbers, in e, for every atom: number 1, C, carries -0.45; number 2, C, carries -0.23; number 3, C, carries -0.26; number 4, C, carries -0.15; number 5, C, carries 0.59; number 6, C, carries -0.02; number 7, C, carries -0.38; number 8, C, carries 0.66; number 9, N, carries -0.54; number 10, N, carries -0.25; number 11, N, carries -0.04; number 12, N, carries -0.05; number 13, O, carries -0.33; number 14, O, carries -0.31; number 15, H, carries 0.41; number 16, H, carries 0.46; number 17, H, carries 0.40; number 18, H, carries 0.51; number 19, H, carries 0.37; number 20, H, carries 0.30; number 21, H, carries 0.31

***

(4)
C8H7N5PdSSe as an isolated structure. Source: OMol25; level of theory: ωB97M-V/def2-TZVPD.

Values from the calculation:
HOMO level in eV: -7.380
Gap between HOMO and LUMO in eV: 5.638
Energy relative to the best compared isomer or geometry (same formula, charge and spin) in kJ/mol: 0.00
LUMO in eV: -1.7

Element x y z (Å)
Pd  -0.4871  1.0715  -0.5556
N  -3.8500  2.1989  1.9283
C  -2.7770  1.6709  1.3054
S  -2.2236  2.5239  -0.1501
N  -2.1892  0.6047  1.7472
N  -1.1386  0.1895  1.0346
C  -0.4579  -0.9115  1.4115
C  0.6304  -1.2887  0.6201
C  1.4711  -2.4120  0.8473
C  2.5065  -2.6732  -0.0040
C  2.7277  -1.8186  -1.1034
C  1.8927  -0.7413  -1.2903
N  0.8771  -0.4660  -0.4746
H  -4.2648  3.0256  1.5415
H  -4.2211  1.7721  2.7579
H  -0.7713  -1.4524  2.2941
H  1.2699  -3.0428  1.6997
H  3.1551  -3.5227  0.1540
H  3.5364  -2.0029  -1.7882
H  2.0336  -0.0634  -2.1252
Se  1.3430  3.0891  -4.5589
C  0.6863  2.3729  -3.1303
N  0.2506  1.8764  -2.1608

Okay, here come the natural (NBO) numbers, in e, for every atom: number 1, Pd, carries 0.77; number 2, N, carries -0.77; number 3, C, carries 0.32; number 4, S, carries -0.18; number 5, N, carries -0.42; number 6, N, carries -0.17; number 7, C, carries 0.00; number 8, C, carries 0.14; number 9, C, carries -0.22; number 10, C, carries -0.14; number 11, C, carries -0.24; number 12, C, carries 0.07; number 13, N, carries -0.44; number 14, H, carries 0.42; number 15, H, carries 0.41; number 16, H, carries 0.22; number 17, H, carries 0.23; number 18, H, carries 0.23; number 19, H, carries 0.24; number 20, H, carries 0.24; number 21, Se, carries -0.19; number 22, C, carries 0.15; number 23, N, carries -0.68

***

(5)
A single C8H7NO2 molecule. Source: OMol25; level of theory: ωB97M-V/def2-TZVPD.

Values from the calculation:
HOMO level in eV: -8.894
Gap between HOMO and LUMO in eV: 9.121
Energy relative to the best compared isomer or geometry (same formula, charge and spin) in kJ/mol: 251.98
LUMO in eV: 0.2

Element x y z (Å)
C  0.6922  -0.6371  0.7879
C  1.7198  -0.1877  -0.1868
C  2.2674  -1.0284  -1.0546
C  1.9737  1.2462  -0.2174
C  -0.7012  -0.2059  0.3628
C  -1.8138  -0.8829  -0.1146
C  -2.7615  0.1452  -0.4003
C  -2.2088  1.3573  -0.0557
H  1.1132  0.7597  1.9743
H  0.7488  -1.7135  0.7674
H  2.0927  -2.1012  -1.1442
H  2.8189  -0.5873  -1.9366
H  -1.8198  -1.9521  -0.1872
H  -3.7552  -0.0363  -0.7608
H  -2.5041  2.4470  -0.0994
N  2.0770  2.4114  -0.1457
O  0.9880  -0.1937  2.0508
O  -0.9272  1.1593  0.3603

Okay, here come the natural (NBO) numbers, in e, for every atom: number 1, C, carries 0.04; number 2, C, carries -0.14; number 3, C, carries -0.29; number 4, C, carries 0.25; number 5, C, carries 0.26; number 6, C, carries -0.30; number 7, C, carries -0.31; number 8, C, carries 0.10; number 9, H, carries 0.48; number 10, H, carries 0.21; number 11, H, carries 0.22; number 12, H, carries 0.22; number 13, H, carries 0.23; number 14, H, carries 0.23; number 15, H, carries 0.22; number 16, N, carries -0.29; number 17, O, carries -0.68; number 18, O, carries -0.42

***

(6)
A single C8H7NO4S molecule. Source: OMol25; level of theory: ωB97M-V/def2-TZVPD.

Values from the calculation:
HOMO level in eV: -9.051
Gap between HOMO and LUMO in eV: 8.772
Energy relative to the best compared isomer or geometry (same formula, charge and spin) in kJ/mol: 282.71
LUMO in eV: -0.3

Element x y z (Å)
C  -1.1777  1.1488  -2.4781
C  -2.1934  -0.0747  2.7421
C  -1.4271  -0.5887  1.6698
C  -1.3866  0.7971  3.4198
C  -0.2102  0.0562  1.7598
C  0.7734  0.1625  0.7437
C  2.4085  -0.8789  -2.1228
C  0.0159  0.8935  -1.9009
N  -2.0671  1.4428  -3.1530
O  1.3658  1.1440  0.3628
O  0.9047  -1.0077  0.0245
O  -0.1091  -1.6978  -2.2434
O  -0.1770  0.8983  2.7739
S  0.6605  -0.6053  -1.7253
H  -3.1491  -0.4436  3.0821
H  -1.5615  -1.2456  0.8506
H  -1.5116  1.3703  4.3917
H  2.5944  -1.5224  -1.2760
H  2.4854  -1.3577  -3.1188
H  2.9551  -0.0037  -2.3032
H  0.8064  1.5127  -1.4991

Okay, here come the natural (NBO) numbers, in e, for every atom: number 1, C, carries 0.25; number 2, C, carries -0.32; number 3, C, carries -0.21; number 4, C, carries 0.12; number 5, C, carries 0.12; number 6, C, carries 0.74; number 7, C, carries -0.81; number 8, C, carries -0.86; number 9, N, carries -0.31; number 10, O, carries -0.57; number 11, O, carries -0.71; number 12, O, carries -0.88; number 13, O, carries -0.37; number 14, S, carries 1.99; number 15, H, carries 0.24; number 16, H, carries 0.25; number 17, H, carries 0.23; number 18, H, carries 0.27; number 19, H, carries 0.26; number 20, H, carries 0.26; number 21, H, carries 0.30

***

| no. | calculated total energy (Ha) | maximum force (eV/A) |
| --- | --- | --- |
| 1 | -473.1835 | 6.49 |
| 2 | -1269.6366 | 3.70 |
| 3 | -678.1281 | 5.06 |
| 4 | -3510.3543 | 3.98 |
| 5 | -514.2056 | 2.82 |
| 6 | -1062.7911 | 4.57 |